# 1
C46H54CeN3O6PS3 as an isolated structure at a distorted geometry. Source: the OMol25 dataset; level of theory: ωB97M-V/def2-TZVPD.

## Properties
Lowest unoccupied orbital energy (spin up / spin down) in eV: -7.76 / -7.76
Energy relative to the best compared isomer or geometry (same formula, charge and spin) in eV: 2.163
HOMO-LUMO gap (spin up / spin down) in eV: 3.94 / 3.94
E_tot in eV: -120046.9274
Charge: +2

Geometry (Å):
Ce  1.800  -0.287  0.394
C  -6.322  2.995  -1.727
C  -5.366  2.110  -2.498
C  -5.693  0.742  -2.455
C  -4.916  -0.145  -3.197
C  -5.166  -1.641  -3.105
C  -3.829  0.388  -3.935
C  -3.394  1.687  -3.839
C  -2.212  2.180  -4.693
C  -4.321  2.592  -3.213
H  -7.227  3.190  -2.399
H  -5.879  3.978  -1.527
H  -6.606  2.576  -0.769
H  -6.581  0.422  -1.941
H  -5.519  -1.993  -4.073
H  -5.999  -1.706  -2.465
H  -4.378  -2.245  -2.631
H  -3.342  -0.318  -4.566
H  -2.499  3.134  -5.213
H  -1.808  1.416  -5.397
H  -1.356  2.434  -4.081
H  -4.190  3.694  -3.193
N  5.032  1.344  0.752
C  4.966  0.214  1.547
C  5.654  0.074  2.811
C  5.511  -1.133  3.571
C  4.746  -2.164  2.989
C  4.168  -2.009  1.718
N  4.155  -0.794  1.077
C  4.791  1.551  -0.614
C  5.824  2.103  -1.402
C  5.606  2.171  -2.758
C  4.385  1.850  -3.336
C  3.363  1.533  -2.419
N  3.577  1.267  -1.093
H  5.349  2.148  1.317
H  6.219  0.883  3.193
H  5.924  -1.291  4.600
H  4.648  -3.111  3.623
H  3.699  -2.780  1.116
H  6.752  2.415  -0.953
H  6.444  2.596  -3.421
H  4.249  1.954  -4.421
H  2.340  1.490  -2.672
O  -0.868  3.499  -1.664
C  -0.400  4.315  -0.672
C  -0.898  5.626  -0.667
C  -0.666  6.428  0.454
C  0.023  5.962  1.524
C  0.627  4.735  1.444
C  0.398  3.912  0.349
C  0.955  2.427  0.313
O  1.884  2.047  1.069
O  0.434  1.660  -0.570
H  -0.487  2.623  -1.395
H  -1.555  5.929  -1.456
H  -0.955  7.464  0.317
H  0.209  6.658  2.358
H  1.244  4.302  2.237
C  3.834  -3.647  -2.981
C  3.031  -4.654  -2.123
C  3.582  -4.969  -0.756
O  1.655  -4.296  -2.107
P  0.893  -3.054  -1.449
S  1.171  -3.067  0.554
S  1.363  -1.224  -2.171
O  -0.637  -3.226  -1.793
C  -1.454  -4.347  -2.389
C  -1.461  -5.594  -1.482
C  -1.054  -4.432  -3.843
H  4.822  -4.056  -3.254
H  3.898  -2.741  -2.386
H  3.227  -3.546  -3.878
H  2.979  -5.619  -2.727
H  3.987  -4.058  -0.267
H  4.425  -5.654  -0.830
H  2.864  -5.371  -0.071
H  -2.470  -3.849  -2.345
H  -0.430  -5.952  -1.253
H  -1.988  -6.400  -2.007
H  -2.102  -5.441  -0.631
H  -0.200  -5.171  -4.074
H  -0.985  -3.433  -4.287
H  -1.908  -4.946  -4.399
O  0.832  -0.422  2.372
S  0.921  -0.908  3.878
C  0.875  0.693  4.909
C  -0.105  1.832  4.675
C  -1.271  1.719  3.957
C  -2.212  2.783  3.886
C  -2.044  3.910  4.713
C  -0.815  4.027  5.377
C  0.152  3.029  5.310
C  -0.698  -1.619  4.456
C  -1.644  -1.941  3.317
C  -1.399  -2.924  2.334
C  -2.200  -3.015  1.259
C  -3.401  -2.261  1.113
C  -3.732  -1.369  2.131
C  -2.906  -1.323  3.281
H  1.938  1.079  4.905
H  0.855  0.385  5.948
H  -1.474  0.865  3.300
H  -3.088  2.690  3.317
H  -2.802  4.715  4.863
H  -0.601  4.995  5.845
H  1.070  3.119  5.901
H  -1.139  -0.858  5.120
H  -0.344  -2.462  5.052
H  -0.521  -3.551  2.403
H  -1.949  -3.737  0.483
H  -4.067  -2.355  0.268
H  -4.612  -0.742  2.113
H  -3.206  -0.707  4.119

Forces on the atoms, in the same order (eV/Å):
-0.1 1.4 -0.9
-0.5 1.2 -1.5
-1.9 -0.6 1.1
1.3 -0.2 -1.2
0.5 0.6 0.6
0.0 1.0 -0.6
-0.4 -0.8 1.1
-1.2 1.2 -1.4
-0.5 0.3 0.0
2.0 0.4 0.0
0.9 -0.3 1.2
-0.1 -0.1 -0.1
-0.2 -0.2 0.0
-0.1 -0.2 0.3
0.5 -0.5 -0.1
-1.2 -0.5 0.9
0.1 0.3 -0.6
0.8 -0.4 -0.4
0.3 -1.0 0.2
-0.8 0.5 0.3
0.1 0.2 0.4
0.3 -0.8 -0.2
0.7 0.5 2.9
-0.7 -1.0 0.0
-1.2 -1.9 -0.2
-0.6 1.5 -1.3
-0.1 -1.5 0.4
0.6 0.9 1.0
0.8 0.1 0.6
0.3 0.0 -0.7
-1.0 -0.7 0.5
1.8 1.2 -1.5
-0.9 0.2 1.1
1.4 -0.4 0.2
0.3 0.2 -0.9
0.0 -0.5 -1.0
0.6 0.7 0.2
-0.2 0.5 -1.2
0.1 1.2 -1.5
-0.1 -0.1 0.8
0.1 -0.1 0.0
-1.4 -0.9 1.1
-0.3 -0.1 0.7
-0.9 -0.3 -0.7
1.0 0.0 0.9
-2.5 0.9 -2.0
0.3 -0.4 1.2
-0.9 0.4 -3.0
1.5 0.8 1.8
0.3 -0.9 0.8
1.9 -3.3 1.0
-1.3 3.7 -0.4
0.0 -1.3 0.3
1.3 -1.8 1.1
-0.7 0.3 -0.8
0.0 0.2 -0.4
-0.3 0.0 0.7
-0.1 -0.7 -0.3
-0.2 0.4 -0.1
-0.6 -1.2 0.8
1.2 -1.8 -1.7
1.1 1.0 0.3
-1.9 1.5 0.4
-0.6 -0.8 -0.3
0.3 0.8 -0.6
0.3 0.0 0.6
1.0 -0.4 0.4
-0.8 0.9 0.4
0.5 0.0 -1.3
-0.6 -2.6 -1.2
-0.4 0.3 0.3
0.3 0.4 -0.4
0.3 0.5 -0.2
0.1 1.0 0.8
-0.2 -0.4 -0.4
-0.1 -0.1 -0.1
-0.5 -0.5 0.2
1.1 -0.7 0.0
-0.8 0.3 0.1
0.3 0.1 -0.2
0.3 0.2 0.6
-0.8 1.7 0.6
0.4 -0.3 0.1
0.8 0.7 0.7
0.0 -0.4 1.0
-0.3 2.0 0.4
1.9 0.3 -0.4
-0.1 -0.9 -0.3
-1.3 0.6 -1.6
1.4 0.1 2.0
0.4 -0.3 -0.3
-0.1 0.7 -0.4
0.2 0.5 1.2
-0.5 0.2 -0.5
-1.3 -0.7 0.2
1.2 1.2 1.6
-2.3 -0.5 -1.9
0.9 0.4 1.0
0.8 -1.0 0.8
0.7 0.7 -0.8
-1.0 -0.3 -0.7
-0.6 -0.8 0.2
0.2 0.2 0.4
-1.0 -0.3 -0.8
0.7 -0.9 -0.5
0.0 -0.6 0.2
-0.2 0.2 -0.3
0.2 -0.3 -0.3
-0.1 -0.2 -0.1
0.0 0.0 0.1
-0.1 0.2 0.2
0.2 -0.1 -0.2
-0.2 -0.2 -0.1
0.0 0.2 -0.1

---

# 2
C20H25AsInN2O3PS4 as an isolated structure at a distorted geometry. Source: the OMol25 dataset; level of theory: ωB97M-V/def2-TZVPD.

## Properties
Lowest unoccupied orbital energy in eV: -5.43
HOMO-LUMO gap in eV: 7.73
E_tot in eV: -148900.4837
Charge: +2

Geometry (Å):
In  -2.848  0.785  -0.775
S  -2.970  0.734  -3.207
S  -4.708  -0.422  -3.213
S  -5.889  0.708  -2.001
S  -5.093  0.384  -0.129
N  -0.843  -1.764  -3.282
C  -1.048  -2.977  -2.418
P  -1.283  -2.409  -0.707
O  0.032  -2.035  -0.105
O  -2.445  -1.455  -0.764
C  -1.788  -3.879  0.267
N  -1.313  -3.569  1.672
H  -1.595  -1.034  -3.153
H  -0.826  -2.009  -4.276
H  0.049  -1.298  -3.067
H  -0.170  -3.614  -2.506
H  -1.932  -3.507  -2.773
H  -1.262  -4.777  -0.051
H  -2.862  -4.045  0.273
H  -1.113  -4.412  2.213
H  -1.996  -3.009  2.189
H  -0.453  -2.997  1.584
O  -1.200  1.377  0.135
As  0.448  1.217  0.522
C  1.302  0.601  -1.063
C  0.843  1.226  -2.223
C  1.376  0.865  -3.454
C  2.365  -0.109  -3.520
C  2.827  -0.721  -2.359
C  2.298  -0.368  -1.125
C  1.068  2.961  0.880
C  0.377  3.745  1.805
C  0.795  5.045  2.029
C  1.891  5.552  1.338
C  2.579  4.765  0.428
C  2.167  3.461  0.189
C  0.492  0.157  2.099
C  1.551  -0.678  2.441
C  1.498  -1.396  3.627
C  0.399  -1.271  4.472
C  -0.649  -0.423  4.135
C  -0.607  0.296  2.944
H  0.087  2.001  -2.173
H  1.043  1.369  -4.352
H  2.794  -0.378  -4.477
H  3.609  -1.466  -2.413
H  2.660  -0.862  -0.238
H  -0.480  3.358  2.342
H  0.268  5.665  2.741
H  2.208  6.571  1.512
H  3.436  5.164  -0.098
H  2.707  2.849  -0.523
H  2.424  -0.769  1.814
H  2.327  -2.033  3.905
H  0.371  -1.819  5.405
H  -1.488  -0.299  4.808
H  -1.430  0.948  2.680

Forces on the atoms, in the same order (eV/Å):
-0.5 -0.9 -0.5
0.4 0.2 -0.4
-0.1 0.1 0.1
-0.1 0.0 -0.2
-0.3 0.1 0.6
0.1 -0.1 0.1
0.1 0.0 -0.4
0.2 0.3 0.2
-0.3 0.1 0.0
0.3 0.2 0.3
0.0 -0.1 0.4
-0.2 -0.1 0.0
-0.1 0.0 0.0
0.0 0.0 0.1
0.0 0.0 0.0
0.0 0.0 0.0
0.0 0.0 -0.1
0.0 0.0 -0.1
0.0 -0.1 0.0
-0.1 0.1 0.0
0.0 -0.1 0.0
0.1 0.1 -0.1
0.6 0.4 0.5
-0.3 0.1 -0.1
0.1 -0.1 -0.2
0.1 -0.1 0.0
0.0 0.1 0.0
0.0 0.0 0.0
0.0 0.0 0.0
0.0 0.1 -0.1
0.0 0.3 0.0
0.1 0.0 -0.1
0.0 0.0 0.0
0.0 0.0 0.0
0.0 0.0 0.0
0.0 0.0 0.1
-0.1 -0.2 0.1
-0.1 0.1 0.1
-0.1 0.0 0.0
0.0 0.0 0.0
0.0 0.0 -0.1
0.0 -0.2 0.0
0.0 0.0 0.0
0.0 0.0 0.0
0.0 0.0 0.0
0.0 0.0 0.0
0.0 0.0 0.0
0.0 0.0 0.0
0.0 0.0 0.0
0.0 0.0 0.0
0.0 0.0 0.0
0.0 0.0 0.0
0.1 0.0 -0.1
0.0 0.0 0.0
0.0 0.0 0.0
0.0 0.0 0.0
0.0 0.0 0.0

---

# 3
C13H25BF2IrN6O2PS2 as an isolated structure at a distorted geometry. Source: the OMol25 dataset; level of theory: ωB97M-V/def2-TZVPD.

## Properties
Lowest unoccupied orbital energy (spin up / spin down) in eV: -2.42 / -4.65
Energy relative to the best compared isomer or geometry (same formula, charge and spin) in eV: 0.199
Expectation value of S²: 0.76
HOMO-LUMO gap (spin up / spin down) in eV: 8.09 / 5.81
2S+1: 2
E_tot in eV: -66833.1642
Charge: +1

Geometry (Å):
Ir  -0.952  -0.825  -0.484
S  -3.263  -1.681  -0.642
C  -3.126  -1.114  -2.276
S  -1.441  -0.839  -2.723
C  -4.147  -0.848  -3.129
C  -3.854  -0.279  -4.409
N  -3.540  0.206  -5.404
C  -5.504  -1.075  -2.740
N  -6.591  -1.245  -2.406
C  0.661  -0.812  4.499
C  -0.733  -0.264  4.164
C  -0.807  1.244  4.433
C  -1.822  -1.014  4.942
C  -0.955  -0.483  2.722
N  -1.164  -0.618  1.605
H  0.857  -0.632  5.556
H  1.434  -0.315  3.912
H  0.720  -1.884  4.314
H  -0.648  1.415  5.498
H  -1.784  1.646  4.162
H  -0.035  1.779  3.879
H  -1.639  -0.883  6.008
H  -1.807  -2.080  4.716
H  -2.814  -0.625  4.711
C  3.023  1.866  -1.935
P  3.048  0.087  -2.002
C  4.378  -0.515  -0.983
C  3.284  -0.431  -3.687
O  1.683  -0.500  -1.549
H  3.966  2.269  -2.307
H  2.868  2.181  -0.904
H  2.199  2.229  -2.550
H  5.328  -0.110  -1.334
H  4.407  -1.604  -1.026
H  4.209  -0.207  0.050
H  4.152  0.065  -4.124
H  2.393  -0.175  -4.260
H  3.431  -1.510  -3.721
F  1.415  0.652  0.504
B  1.166  -0.558  -0.118
F  1.769  -1.622  0.532
N  -0.419  -2.818  -0.605
H  0.336  -3.069  0.028
H  -0.107  -3.014  -1.554
H  -1.226  -3.409  -0.416
N  -0.918  3.325  -0.154
C  -1.111  2.249  -0.931
N  -0.905  2.359  -2.259
O  -1.483  1.177  -0.402
H  -0.727  4.237  -0.528
H  -1.075  3.223  0.833
H  -0.869  3.266  -2.692
H  -1.258  1.584  -2.813

Forces on the atoms, in the same order (eV/Å):
-1.6 0.8 0.5
0.0 0.1 -0.2
0.2 -0.1 -0.1
0.2 -0.3 -0.4
-0.1 0.0 0.0
0.0 0.0 0.1
0.0 0.0 0.0
0.0 0.1 -0.1
0.0 0.0 0.0
0.0 0.0 0.0
0.0 -0.1 -0.1
0.0 0.0 0.0
0.0 0.0 0.0
-0.4 0.2 0.1
1.1 -0.5 -0.1
0.0 0.0 0.0
0.0 0.0 0.0
0.0 0.0 0.0
0.0 0.0 0.0
0.0 0.0 0.0
0.0 0.0 0.0
0.0 0.0 0.0
0.0 0.0 0.0
0.0 0.0 0.0
0.0 0.1 0.0
-0.2 0.0 0.0
0.1 0.0 0.0
0.0 0.0 -0.1
0.2 0.0 0.1
0.0 0.0 0.0
0.0 0.0 0.0
0.0 0.0 0.0
0.0 0.0 0.0
0.0 0.0 0.0
0.0 0.0 0.0
0.0 0.0 0.0
0.0 0.0 0.0
0.0 0.0 0.0
0.0 0.0 0.1
0.3 -0.3 -0.5
0.0 0.1 0.1
0.1 0.0 0.1
0.0 0.0 0.0
-0.1 -0.1 0.0
0.0 0.0 -0.1
0.0 0.0 0.0
-0.1 -0.1 -0.4
0.0 0.0 0.1
0.1 0.2 0.5
0.0 0.0 0.0
0.0 0.0 0.0
0.0 0.0 0.0
0.1 0.0 0.0

---

# 4
C7H5N2O2 as an isolated structure at a distorted geometry. Source: the OMol25 dataset; level of theory: ωB97M-V/def2-TZVPD.

## Properties
Lowest unoccupied orbital energy in eV: -5.86
Energy relative to the best compared isomer or geometry (same formula, charge and spin) in eV: 2.736
HOMO-LUMO gap in eV: 7.85
E_tot in eV: -14402.0866
Charge: +1

Geometry (Å):
C  -0.741  -0.305  -1.407
C  0.015  -0.071  1.493
C  -0.117  -1.514  -0.993
C  0.234  -1.405  0.937
C  -0.361  0.931  -0.859
C  0.100  1.073  0.801
C  1.148  -1.586  -0.137
N  -0.324  3.084  -1.838
N  -0.443  2.099  -1.306
O  2.217  -1.901  -0.417
O  0.011  2.292  1.290
H  -1.224  -0.302  -2.334
H  -0.284  -0.132  2.533
H  -0.312  -2.541  -1.467
H  -0.331  -2.174  1.601
H  0.412  2.450  2.102

Forces on the atoms, in the same order (eV/Å):
3.0 -0.7 0.8
0.4 -1.8 -0.4
-1.0 0.1 -0.7
-1.8 0.4 2.5
1.5 -3.8 7.1
-1.9 -0.8 -3.1
-3.5 -0.1 0.0
-0.7 -1.4 1.4
0.2 5.4 -4.3
3.4 -0.6 -0.6
-1.2 0.2 -3.3
-1.2 0.0 -1.1
0.1 0.5 0.1
-0.2 1.8 0.8
1.6 0.7 -1.7
1.3 0.1 2.5

---

What did the fourth record say?
C7H5N2O2 as an isolated structure at a distorted geometry. Source: the OMol25 dataset; level of theory: ωB97M-V/def2-TZVPD.

## Properties
Lowest unoccupied orbital energy in eV: -5.86
Energy relative to the best compared isomer or geometry (same formula, charge and spin) in eV: 2.736
HOMO-LUMO gap in eV: 7.85
E_tot in eV: -14402.0866
Charge: +1

Geometry (Å):
C  -0.741  -0.305  -1.407
C  0.015  -0.071  1.493
C  -0.117  -1.514  -0.993
C  0.234  -1.405  0.937
C  -0.361  0.931  -0.859
C  0.100  1.073  0.801
C  1.148  -1.586  -0.137
N  -0.324  3.084  -1.838
N  -0.443  2.099  -1.306
O  2.217  -1.901  -0.417
O  0.011  2.292  1.290
H  -1.224  -0.302  -2.334
H  -0.284  -0.132  2.533
H  -0.312  -2.541  -1.467
H  -0.331  -2.174  1.601
H  0.412  2.450  2.102

Forces on the atoms, in the same order (eV/Å):
3.0 -0.7 0.8
0.4 -1.8 -0.4
-1.0 0.1 -0.7
-1.8 0.4 2.5
1.5 -3.8 7.1
-1.9 -0.8 -3.1
-3.5 -0.1 0.0
-0.7 -1.4 1.4
0.2 5.4 -4.3
3.4 -0.6 -0.6
-1.2 0.2 -3.3
-1.2 0.0 -1.1
0.1 0.5 0.1
-0.2 1.8 0.8
1.6 0.7 -1.7
1.3 0.1 2.5